Record 1
{
  "formula": "C28H49As4F24HfN7",
  "method": "ωB97M-V/def2-TZVPD",
  "symbols": ["Hf", "As", "F", "F", "F", "F", "F", "F", "As", "F", "F", "F", "F", "F", "F", "As", "F", "F", "F", "F", "F", "F", "As", "F", "F", "F", "F", "F", "F", "C", "C", "C", "C", "N", "H", "H", "H", "H", "H", "H", "H", "C", "C", "C", "C", "N", "H", "H", "H", "H", "H", "H", "H", "C", "C", "C", "C", "N", "H", "H", "H", "H", "H", "H", "H", "C", "C", "C", "C", "N", "H", "H", "H", "H", "H", "H", "H", "C", "C", "C", "C", "N", "H", "H", "H", "H", "H", "H", "H", "C", "C", "C", "C", "N", "H", "H", "H", "H", "H", "H", "H", "C", "C", "C", "C", "N", "H", "H", "H", "H", "H", "H", "H"],
  "positions_angstrom": [[-17.3246, 2.5783, -4.3455], [-11.8065, 3.2156, 0.1769], [-10.8170, 2.9480, -1.3160], [-10.3736, 3.3969, 1.2931], [-12.9661, 3.4708, 1.4968], [-13.2467, 3.0424, -0.9538], [-11.7825, 1.4498, 0.4756], [-11.7323, 4.9193, -0.2047], [-19.1866, 8.8096, -7.9075], [-18.8685, 7.2024, -7.0370], [-19.5651, 7.8942, -9.4372], [-19.5877, 10.3328, -8.6475], [-18.7296, 9.7296, -6.3736], [-17.4931, 8.8076, -8.4069], [-20.8762, 8.6258, -7.3415], [-23.2209, 5.2846, -1.2127], [-22.1862, 5.3521, 0.2592], [-23.6044, 3.6052, -0.8025], [-24.3632, 5.0489, -2.6253], [-22.7016, 6.9071, -1.7237], [-21.8676, 4.5470, -2.2333], [-24.5720, 5.9259, -0.2341], [-17.6335, -3.1669, -8.5766], [-15.8989, -2.9332, -8.8612], [-17.2970, -4.1449, -7.1364], [-19.3768, -3.2552, -8.2876], [-17.9969, -2.0471, -10.0638], [-17.7258, -4.5038, -9.8068], [-17.6331, -1.7136, -7.4902], [-17.9507, -1.9966, 4.9442], [-17.5594, -0.5414, 5.2951], [-18.4917, 0.4692, 4.5825], [-18.2596, 0.7244, 3.1208], [-18.0749, 0.8895, 1.9482], [-17.9363, -2.1681, 3.8678], [-18.8956, -2.3992, 5.3090], [-17.2909, -2.7541, 5.3672], [-16.4842, -0.3639, 5.3164], [-17.7195, -0.2505, 6.3333], [-18.3263, 1.4356, 5.0589], [-19.5118, 0.1343, 4.7700], [-8.4215, 2.0599, -7.9247], [-8.7428, 0.5615, -8.4146], [-9.3574, -0.3017, -7.2418], [-10.5840, 0.3448, -6.8766], [-11.5702, 0.8288, -6.5190], [-8.1901, 1.9844, -6.8623], [-9.3269, 2.6634, -7.9889], [-7.6454, 2.6179, -8.4486], [-7.7625, 0.1391, -8.6349], [-9.2636, 0.4950, -9.3699], [-8.6978, -0.4437, -6.3858], [-9.7867, -1.2027, -7.6799], [-16.2417, 13.1370, 0.4155], [-16.1042, 11.7170, -0.0672], [-17.4149, 10.9226, 0.0268], [-17.2237, 9.5651, -0.5018], [-17.1084, 8.5283, -1.0251], [-17.1267, 13.6752, 0.0762], [-15.4030, 13.6879, -0.0100], [-16.2980, 13.1805, 1.5032], [-15.3105, 11.1502, 0.4195], [-15.8508, 11.8285, -1.1215], [-18.2331, 11.3411, -0.5593], [-17.8102, 10.8256, 1.0379], [-9.2751, 11.2697, -6.4841], [-10.5656, 10.4782, -6.1572], [-10.3303, 8.9052, -6.1078], [-11.5717, 8.0713, -5.8566], [-12.4965, 7.4432, -5.7093], [-8.9587, 11.0153, -7.4956], [-8.3930, 10.9471, -5.9309], [-9.4048, 12.3465, -6.3752], [-11.3371, 10.5309, -6.9254], [-10.9500, 10.6695, -5.1554], [-9.6821, 8.6427, -5.2718], [-9.9173, 8.5054, -7.0339], [-13.7819, 6.2005, -12.9870], [-14.7506, 5.2758, -13.5923], [-14.8740, 3.8466, -12.9393], [-15.2905, 3.8900, -11.5314], [-15.6184, 3.8797, -10.4066], [-14.1117, 7.2394, -12.9951], [-12.8668, 6.0451, -13.5583], [-13.7336, 6.1192, -11.9011], [-14.5374, 5.0752, -14.6422], [-15.6682, 5.8586, -13.6718], [-13.9413, 3.2862, -13.0032], [-15.5818, 3.2110, -13.4714], [-24.7871, -2.9180, 0.4502], [-24.6709, -3.4379, -1.0031], [-24.7741, -2.2343, -2.0419], [-23.4079, -1.7564, -2.2904], [-22.3219, -1.3687, -2.5166], [-24.0031, -2.2448, 0.7973], [-24.8333, -3.7401, 1.1644], [-25.6509, -2.2651, 0.5750], [-25.5517, -4.0771, -1.0646], [-23.7466, -4.0122, -0.9407], [-25.6056, -1.6337, -1.6732], [-25.0018, -2.6818, -3.0094], [-10.4838, -6.6938, -1.7705], [-11.2546, -5.4300, -1.9415], [-12.8082, -5.4345, -1.6381], [-13.5588, -4.2519, -1.9376], [-14.2396, -3.2985, -2.0967], [-9.4343, -6.4022, -1.8108], [-10.6606, -7.4409, -2.5442], [-10.4883, -7.0624, -0.7447], [-10.9968, -5.1916, -2.9734], [-10.9507, -4.5947, -1.3107], [-13.0599, -5.4886, -0.5789], [-13.3256, -6.2759, -2.0991]],
  "e_homo_ev": -11.618,
  "relative_energy_kj_mol": 377.4,
  "lumo_energy_ev": -10.42,
  "homo_lumo_gap_ev": 1.197,
  "spin_multiplicity": 1
}


Record 2
{
  "formula": "CHF2O3S",
  "method": "ωB97M-V/def2-TZVPD",
  "symbols": ["C", "O", "O", "O", "F", "F", "S", "H"],
  "positions_angstrom": [[0.4971, 1.5409, -0.1297], [-1.4226, -0.9343, -0.3927], [0.9135, -1.5981, -0.8080], [0.0839, -1.5204, 1.4418], [-0.5189, 1.7954, 0.8681], [-0.2274, 1.5881, -1.2273], [-0.0796, -1.0820, 0.0843], [0.7541, 0.2104, 0.1635]],
  "e_homo_ev": -4.776,
  "relative_energy_kj_mol": 316.7,
  "total_charge": -1,
  "lumo_energy_ev": 3.89,
  "homo_lumo_gap_ev": 8.663,
  "spin_multiplicity": 1
}


Record 3
{
  "formula": "C15H14Cl2CoIN2O2",
  "method": "ωB97M-V/def2-TZVPD",
  "symbols": ["Co", "C", "C", "N", "C", "C", "C", "O", "C", "C", "N", "C", "C", "C", "C", "C", "C", "I", "C", "O", "H", "H", "H", "H", "H", "H", "H", "H", "H", "H", "H", "H", "Cl", "C", "Cl", "H", "H"],
  "positions_angstrom": [[0.9774, 1.1531, -1.4816], [-3.3870, 0.6085, -3.0875], [-3.1266, 0.1008, -1.7219], [-4.1216, -0.3491, -0.9897], [-3.8652, -0.8143, 0.2332], [-2.5772, -0.8706, 0.8500], [-2.4764, -1.4297, 2.2566], [-1.4521, -2.3939, 2.3862], [-1.5035, -0.4199, 0.1299], [-0.1399, -0.6145, 0.6444], [0.9209, -0.1240, 0.1262], [2.1980, -0.4889, 0.6565], [2.4416, -0.6216, 2.0162], [3.7017, -0.9851, 2.4649], [4.7310, -1.2114, 1.5632], [4.5070, -1.0753, 0.1991], [3.2467, -0.7096, -0.2270], [2.8650, -0.5720, -2.3001], [-1.7506, 0.1096, -1.1899], [-0.8386, 0.5907, -1.9124], [-4.4434, 0.8343, -3.1992], [-3.1257, -0.1702, -3.8136], [-2.7737, 1.4772, -3.3193], [-4.7277, -1.1920, 0.7729], [-3.4492, -1.8236, 2.5524], [-2.2494, -0.6067, 2.9372], [-1.8219, -3.2820, 2.3406], [-0.0496, -1.2964, 1.4878], [1.6519, -0.4144, 2.7288], [3.8802, -1.0829, 3.5268], [5.7151, -1.4892, 1.9157], [5.3044, -1.2536, -0.5096], [0.0728, 3.3626, -0.5319], [1.1532, 4.2668, -1.6266], [2.1675, 3.0645, -2.4824], [1.7907, 4.9201, -1.0444], [0.5544, 4.8025, -2.3517]],
  "s_squared": 6.031,
  "e_homo_ev": [-15.232, -15.237],
  "total_charge": 2,
  "lumo_energy_ev": [-7.12, -9.22],
  "homo_lumo_gap_ev": [8.110, 6.017],
  "spin_multiplicity": 5
}


Record 4
{
  "formula": "C24H19F5IMnNS",
  "method": "ωB97M-V/def2-TZVPD",
  "symbols": ["C", "C", "C", "F", "C", "C", "C", "C", "C", "C", "C", "C", "C", "C", "I", "C", "C", "C", "C", "F", "F", "C", "F", "F", "S", "C", "C", "C", "C", "C", "C", "N", "H", "H", "H", "H", "H", "H", "H", "H", "H", "H", "H", "H", "H", "H", "H", "H", "H", "H", "H", "Mn"],
  "positions_angstrom": [[0.9160, 3.7069, 1.7135], [1.1677, 2.1878, 1.5540], [2.1172, 1.7925, 0.3086], [2.3908, 2.9147, -0.5605], [1.5326, 0.5943, -0.4779], [0.2208, 0.8728, -1.0977], [-0.4566, 2.2948, -1.0302], [-1.6545, 2.3945, -0.0125], [-2.1674, 1.2934, 0.7731], [-3.2713, 1.5484, 1.7287], [-3.7945, 2.9138, 1.8573], [-3.3053, 4.0314, 1.0606], [-2.2152, 3.7728, 0.1136], [-0.5279, -0.1571, -1.8781], [-2.4202, 0.3664, -2.8026], [0.0828, -1.4807, -1.9830], [1.4238, -1.7350, -1.3601], [2.1881, -0.7345, -0.6275], [3.5860, -0.9170, 0.0048], [4.2586, -2.0748, -0.2874], [4.3956, 0.1104, -0.5128], [3.5152, -0.8445, 1.6037], [3.3104, -2.1159, 2.1179], [4.6333, -0.2541, 2.1448], [2.0437, -3.4222, -1.5836], [0.4996, -4.3845, -1.3584], [0.4530, -5.6358, -0.6230], [-0.8259, -6.3493, -0.4551], [-2.0229, -5.7454, -1.0546], [-1.9598, -4.4725, -1.7913], [-0.6948, -3.7578, -1.9749], [-0.5691, -2.5171, -2.7124], [-0.0006, 3.8435, 2.3629], [1.7723, 4.1854, 2.2699], [0.7213, 4.2267, 0.7307], [1.6918, 1.8511, 2.4966], [0.2113, 1.5933, 1.5336], [3.1104, 1.5916, 0.7990], [0.2701, 3.0940, -0.6582], [-0.7815, 2.6430, -2.0563], [-1.7381, 0.2702, 0.6879], [-3.6383, 0.6918, 2.3450], [-4.6028, 3.1156, 2.5967], [-3.6946, 5.0773, 1.1426], [-1.7938, 4.6218, -0.5208], [2.6109, -0.2421, 1.8900], [1.4162, -5.9994, -0.1819], [-0.8260, -7.2980, 0.1229], [-2.9907, -6.2841, -0.8985], [-2.8971, -4.0268, -2.2188], [-1.5188, -2.2656, -2.9964], [-0.1717, 5.1137, -0.2444]],
  "s_squared": 8.758,
  "e_homo_ev": [-12.425, -12.393],
  "total_charge": 2,
  "lumo_energy_ev": [-10.16, -10.24],
  "homo_lumo_gap_ev": [2.261, 2.155],
  "spin_multiplicity": 6
}


Record 5
{
  "formula": "C48H35BrN3O3RhS4",
  "method": "ωB97M-V/def2-TZVPD",
  "symbols": ["Rh", "C", "C", "C", "C", "C", "C", "C", "S", "O", "C", "C", "C", "C", "C", "C", "C", "C", "C", "C", "C", "C", "C", "C", "C", "C", "C", "C", "C", "C", "S", "O", "C", "C", "C", "C", "C", "C", "C", "H", "H", "H", "H", "H", "H", "H", "H", "H", "H", "H", "H", "H", "H", "H", "H", "H", "H", "H", "H", "H", "H", "H", "H", "H", "H", "S", "C", "C", "C", "C", "N", "C", "C", "C", "S", "C", "N", "H", "H", "Br", "C", "C", "C", "C", "C", "N", "H", "H", "H", "H", "C", "O", "H", "H", "H"],
  "positions_angstrom": [[2.4978, -0.0119, 1.0968], [-5.0272, 5.5950, 0.7507], [-3.9719, 4.5277, 0.6679], [-4.2162, 3.2462, 1.1437], [-3.2499, 2.2530, 1.0479], [-2.0348, 2.5485, 0.4536], [-1.7601, 3.8266, -0.0198], [-2.7277, 4.8059, 0.0960], [-0.8721, 1.2201, 0.3112], [0.5116, 1.7589, 0.5418], [-0.9794, 0.9394, -1.4527], [-0.2146, 1.7486, -2.3225], [-0.2311, 1.4891, -3.6569], [-0.9828, 0.4032, -4.1772], [-0.9790, 0.0966, -5.5608], [-1.6678, -0.9779, -6.0404], [-2.3967, -1.8065, -5.1569], [-2.4232, -1.5342, -3.8204], [-1.7215, -0.4163, -3.2960], [-1.7062, -0.1268, -1.8980], [-2.4145, -1.0208, -0.9336], [-3.8288, -0.9146, -0.7563], [-4.6176, -0.0187, -1.5220], [-5.9591, 0.0925, -1.2976], [-6.5841, -0.6858, -0.2981], [-5.8470, -1.5540, 0.4540], [-4.4518, -1.6867, 0.2479], [-3.6647, -2.5537, 1.0559], [-2.3206, -2.6405, 0.8778], [-1.7023, -1.8687, -0.1339], [0.0843, -1.8489, -0.2589], [0.5111, -1.5961, 1.1719], [0.3506, -3.5716, -0.5767], [0.1996, -4.0363, -1.8733], [0.4323, -5.3772, -2.1351], [0.8335, -6.2464, -1.1234], [1.1261, -7.6909, -1.4214], [0.9939, -5.7432, 0.1652], [0.7602, -4.4061, 0.4485], [-5.7159, 5.4064, 1.5733], [-5.6128, 5.6294, -0.1704], [-4.5850, 6.5804, 0.8938], [-5.1697, 3.0180, 1.6044], [-3.4396, 1.2565, 1.4286], [-0.7938, 4.0510, -0.4518], [-2.5199, 5.8073, -0.2620], [0.3954, 2.5403, -1.9094], [0.3498, 2.0974, -4.3397], [-0.4089, 0.7284, -6.2310], [-1.6542, -1.2041, -7.0982], [-2.9353, -2.6610, -5.5447], [-2.9810, -2.1698, -3.1447], [-4.1444, 0.5852, -2.2858], [-6.5488, 0.7814, -1.8879], [-7.6484, -0.5887, -0.1289], [-6.3171, -2.1514, 1.2254], [-4.1544, -3.1344, 1.8283], [-1.7125, -3.2769, 1.5064], [-0.0993, -3.3622, -2.6687], [0.3108, -5.7519, -3.1443], [0.7274, -7.9838, -2.3916], [0.6944, -8.3466, -0.6649], [2.2021, -7.8743, -1.4349], [1.3144, -6.4070, 0.9595], [0.9124, -3.9987, 1.4401], [2.3752, -0.2202, 3.3426], [3.9349, 0.4302, 3.8373], [4.1444, 0.9723, 5.0979], [5.3853, 1.5040, 5.4341], [5.5610, 2.0762, 6.7439], [5.6840, 2.5493, 7.7836], [6.4265, 1.4939, 4.4989], [6.2199, 0.9349, 3.2419], [4.9868, 0.3922, 2.9126], [4.6874, -0.3866, 1.3638], [7.7016, 2.0923, 4.7972], [8.7168, 2.5766, 5.0309], [3.3400, 0.9952, 5.8212], [7.0252, 0.9305, 2.5193], [3.5255, 1.5563, -1.5149], [3.3703, 2.6592, 0.0070], [3.5798, 4.0215, -0.1239], [3.4589, 4.8095, 1.0056], [3.1271, 4.2161, 2.2122], [2.9312, 2.8504, 2.2439], [3.0664, 2.0738, 1.1621], [3.8338, 4.4354, -1.0876], [3.6186, 5.8778, 0.9393], [3.0149, 4.7934, 3.1180], [2.6421, 2.3407, 3.1496], [3.5218, -2.3783, -0.6052], [2.6185, -1.3300, -0.3870], [4.5572, -2.0513, -0.7528], [3.2170, -2.9094, -1.5164], [3.5140, -3.0945, 0.2244]],
  "e_homo_ev": [-7.224, -7.223],
  "relative_energy_kj_mol": 0.0,
  "lumo_energy_ev": [-0.26, -0.26],
  "homo_lumo_gap_ev": [6.963, 6.961],
  "spin_multiplicity": 1
}